{"formula": "C7H8O2", "method": "ωB97M-V/def2-TZVPD", "symbols": ["C", "C", "C", "C", "C", "O", "C", "C", "O", "H", "H", "H", "H", "H", "H", "H", "H"], "coordinates": [[0.6548, 1.3949, -1.0858], [1.3797, 0.2947, -1.5289], [0.8176, -1.0063, -1.5172], [-0.4070, -1.1516, -0.7900], [-0.0421, -1.1149, 0.8573], [-0.7251, -2.1574, 0.1638], [-0.6310, -0.0016, 1.4603], [-0.0288, 1.2714, 1.1807], [-0.6393, 2.3353, 1.0341], [1.1795, 2.3134, -0.7912], [-0.4271, 1.4539, -1.2814], [2.4120, 0.4399, -1.8832], [1.3024, -1.8830, -1.9769], [-1.3042, -0.6041, -1.1474], [0.9806, -1.4596, 1.1099], [-1.5289, -0.0737, 2.0687], [1.1041, 1.2782, 1.1642]], "atomic_forces_ev_per_a": [[0.57, 0.27, -1.38], [-0.47, -0.68, -0.66], [1.06, 0.23, -0.91], [-0.65, 0.05, 2.03], [0.71, -1.66, -2.43], [-0.03, -0.02, -0.13], [-1.04, 0.49, 1.02], [0.56, 1.65, 0.87], [0.24, -0.93, 0.82], [-0.44, -0.33, -0.56], [0.70, -0.06, 0.69], [-0.40, -0.24, 0.43], [0.08, 0.51, 0.62], [0.65, -0.10, 0.68], [-0.43, 0.74, -0.48], [-0.35, 0.22, -0.67], [-0.76, -0.14, 0.05]], "multiplicity": 1, "lumo_energy_ha": [-0.0391, -0.0314], "e_above_lowest_kj_mol": 649.62, "gap_ha": [0.2511, 0.2737]}

=====

{"formula": "C7H8O4", "method": "ωB97M-V/def2-TZVPD", "symbols": ["C", "C", "C", "C", "C", "C", "C", "H", "H", "H", "H", "H", "H", "H", "H", "O", "O", "O", "O"], "coordinates": [[0.6954, 1.2756, -2.9779], [1.3063, 0.4176, -0.9308], [0.8690, 0.2291, 0.5350], [-0.5081, 0.1452, 0.8459], [-1.4379, -1.9768, 1.0942], [-1.4336, -1.2738, 2.4783], [-0.8398, -0.0526, 2.1550], [1.4358, 1.8932, -3.1427], [-0.0341, 1.6307, -3.6049], [0.6296, 0.4543, -3.3867], [1.3247, 1.2036, 1.0776], [1.7622, -0.5030, 0.8788], [-1.0134, 0.8008, 0.3245], [-2.1565, -1.8067, 3.4245], [-0.5261, 0.6383, 3.1649], [0.3725, 1.0507, -1.5667], [2.3950, 0.1056, -1.4147], [-0.8928, -1.1648, 0.1957], [-1.9482, -3.0670, 0.8501]], "atomic_forces_ev_per_a": [[-2.68, 3.60, 5.00], [2.08, -0.75, 0.60], [8.55, 2.00, 0.56], [1.59, -5.76, -2.01], [-2.25, -1.81, 1.64], [-1.08, 0.44, -1.04], [-1.87, -1.36, 10.74], [4.49, 2.34, -0.36], [-3.23, 2.23, -0.02], [1.53, -8.96, -3.81], [-1.10, -1.66, -1.26], [-2.95, 0.79, -0.13], [-2.83, 3.75, -2.37], [3.00, 2.08, -2.91], [-0.99, -1.40, -3.51], [-1.41, 1.66, -2.32], [-1.97, 0.34, 1.27], [-0.20, 0.52, -0.19], [1.32, 1.93, 0.12]], "multiplicity": 1, "smiles": "COC(=O)C[C@@H]1C=CC(=O)O1", "lumo_energy_ha": 0.0120, "e_above_lowest_kj_mol": 463.64, "gap_ha": 0.3809}

=====

{"formula": "C7H9BClFO2", "method": "ωB97M-V/def2-TZVPD", "symbols": ["B", "C", "C", "C", "C", "C", "C", "C", "O", "O", "F", "Cl", "H", "H", "H", "H", "H", "H", "H", "H", "H"], "coordinates": [[3.0949, -0.3803, -1.0339], [-1.4535, 0.9731, -0.5303], [-0.6408, -1.2140, 0.5518], [1.6175, -0.6308, -0.4612], [0.7260, -1.2633, 0.3003], [-1.5413, -0.0765, 0.4351], [-0.9450, 1.3864, 0.6140], [-0.5020, 2.1322, 1.8745], [3.7354, -1.2783, -1.8136], [3.7184, 0.6635, -0.5538], [1.3002, -2.3886, 0.9972], [-5.2241, -1.8432, -1.9358], [-1.6193, 1.3910, -1.5101], [-1.0265, -2.0309, 1.0716], [-5.5285, -0.6549, -2.4211], [-2.5479, -0.3049, 0.8555], [-0.9789, 1.8172, 2.8740], [-0.7460, 3.1482, 1.8455], [0.6124, 1.9472, 1.9850], [3.2929, -2.0770, -2.2123], [4.6561, 0.6839, -0.9325]], "atomic_forces_ev_per_a": [[-3.96, -2.91, 1.24], [1.81, 3.55, 0.68], [1.78, 1.73, -0.69], [0.89, 1.75, -1.51], [-0.10, -1.30, 0.38], [-0.73, -1.36, 1.02], [-1.75, -1.31, 0.38], [0.84, -2.40, 0.42], [0.21, -1.66, -1.92], [3.50, 2.31, -0.22], [-0.45, -0.27, 0.27], [-0.25, 1.06, -0.42], [-0.17, -0.61, -0.22], [-0.52, -1.35, 0.87], [0.26, -1.05, 0.43], [0.67, 0.18, -0.19], [0.47, -0.31, -1.83], [0.09, 1.72, -0.55], [-1.27, 0.51, -0.08], [0.46, 1.62, 1.06], [-1.79, 0.11, 0.88]], "multiplicity": 1, "lumo_energy_ha": [-0.0354, -0.0352], "gap_ha": [0.2349, 0.2361]}

=====

{"formula": "C7H9BrN3", "method": "ωB97M-V/def2-TZVPD", "symbols": ["C", "C", "C", "C", "C", "C", "C", "N", "N", "N", "Br", "H", "H", "H", "H", "H", "H", "H", "H", "H"], "coordinates": [[2.1523, 1.1615, 0.8252], [2.2551, -1.0605, 0.2640], [1.2580, 1.3522, -0.2833], [0.7964, 2.5497, -0.7270], [-1.4810, -1.2530, 0.1090], [-1.2291, -0.0104, -0.1667], [-2.8820, -1.8355, 0.4115], [2.5673, -0.0933, 1.0671], [1.3298, -1.0264, -0.5890], [0.9429, 0.1959, -0.9944], [-1.8201, 1.6808, 0.0736], [2.4136, 2.0089, 1.4619], [2.7031, -2.0546, 0.3969], [0.3166, 2.6448, -1.6073], [0.8236, 3.4779, -0.1978], [-0.8520, -2.1338, 0.0157], [-2.8473, -1.8678, 1.5384], [-3.8360, -1.2154, 0.0638], [-2.8789, -2.8248, 0.0528], [0.2675, 0.3039, -1.7146]], "atomic_forces_ev_per_a": [[-0.22, -3.40, 0.25], [-0.25, -3.02, 0.05], [1.07, 1.49, -1.04], [1.01, -0.59, 2.51], [-1.54, -0.62, -0.83], [-0.02, 0.38, 0.39], [-1.05, 2.94, 1.48], [1.74, 5.95, 2.29], [-0.65, -0.65, -3.95], [-1.45, 0.66, 3.33], [0.10, -0.92, -0.23], [0.05, -0.47, 0.02], [-0.16, 0.46, 0.28], [-1.54, -0.01, -3.00], [0.69, 0.19, 0.57], [0.96, 0.73, -0.16], [-0.55, -0.16, -0.96], [2.35, -1.29, 0.68], [-0.33, -1.11, -0.52], [-0.21, -0.58, -1.16]], "multiplicity": 1, "lumo_energy_ha": [-0.2159, -0.2065], "total_charge": 1, "e_above_lowest_kj_mol": 250.64, "gap_ha": [0.2428, 0.2565]}

=====

{"formula": "C7H9Cl9N2", "method": "ωB97M-V/def2-TZVPD", "symbols": ["C", "C", "N", "H", "H", "H", "C", "C", "N", "H", "H", "H", "C", "Cl", "Cl", "Cl", "H", "C", "Cl", "Cl", "Cl", "H", "C", "Cl", "Cl", "Cl", "H"], "coordinates": [[1.9400, 1.9212, -2.7654], [2.5745, 1.0515, -1.7693], [3.0751, 0.3685, -0.9965], [1.5350, 2.8189, -2.3104], [1.1514, 1.3954, -3.2998], [2.7186, 2.1494, -3.4957], [0.2391, -0.1382, 0.7871], [-0.0950, 1.1948, 0.3215], [-0.3770, 2.2427, -0.0367], [-0.0647, -0.8994, 0.0775], [-0.3251, -0.2229, 1.7183], [1.2967, -0.1462, 1.0466], [-3.6696, 0.7198, -1.1737], [-3.2356, 0.7620, -2.8841], [-2.8428, -0.6078, -0.3229], [-5.4232, 0.6187, -0.9976], [-3.3011, 1.6079, -0.6765], [1.2011, 0.8932, 5.2792], [0.9885, -0.4592, 4.1520], [1.7071, 2.3559, 4.4710], [2.2738, 0.3705, 6.5940], [0.2517, 1.0399, 5.7775], [-0.2003, -3.8255, -1.9219], [-0.4694, -3.7921, -0.1896], [-0.4560, -2.2774, -2.6969], [-1.3265, -5.0075, -2.6789], [0.8336, -4.1340, -2.0087]], "atomic_forces_ev_per_a": [[0.51, -0.38, -0.19], [-0.48, 0.22, -0.12], [0.06, -0.11, 0.11], [0.05, 0.04, 0.07], [-0.08, -0.08, 0.18], [-0.14, 0.31, 0.00], [-0.11, 0.60, 0.79], [0.16, -0.52, -0.28], [-0.21, 0.73, -0.29], [0.21, -0.02, -0.05], [0.01, -0.46, -0.07], [0.03, -0.31, -0.26], [0.17, -0.14, 0.21], [0.09, -0.01, 0.18], [-0.36, -0.07, -0.24], [0.19, -0.01, 0.09], [-0.14, 0.21, -0.25], [-0.23, -0.65, 0.52], [0.04, 0.16, -0.02], [0.08, -0.07, 0.07], [0.23, 0.28, -0.16], [-0.10, 0.26, -0.29], [-0.51, -0.55, -0.17], [-0.22, 0.22, 0.38], [0.20, 0.28, 0.11], [0.64, 0.18, 0.24], [-0.10, -0.10, -0.56]], "multiplicity": 1, "smiles": "ClC(Cl)Cl.ClC(Cl)Cl.ClC(Cl)Cl.CC#N.CC#N", "lumo_energy_ha": 0.0147, "e_above_lowest_kj_mol": 12.75, "gap_ha": 0.4246}

=====

{"formula": "C7H9ClN4", "method": "ωB97M-V/def2-TZVPD", "symbols": ["C", "C", "C", "C", "C", "C", "C", "N", "N", "N", "N", "Cl", "H", "H", "H", "H", "H", "H", "H", "H", "H"], "coordinates": [[2.8043, -0.5783, -0.0200], [3.2511, 0.6062, -0.5295], [1.0662, 0.5897, -0.4075], [-0.3370, 1.0539, -0.5071], [-1.3758, -0.2318, -0.7948], [-2.1404, -0.2536, 0.5295], [-1.8566, -1.5038, 1.3592], [1.4487, -0.5735, 0.0532], [-0.7991, 1.5463, 0.7742], [-1.6887, 0.9058, 1.2834], [2.1315, 1.3481, -0.7773], [-2.4044, 0.0997, -2.1906], [3.3707, -1.4316, 0.2911], [4.2376, 0.9679, -0.7319], [-0.4530, 1.8385, -1.2565], [-0.7904, -1.1254, -0.9854], [-3.2188, -0.1340, 0.3859], [-0.7902, -1.5621, 1.5682], [-2.1601, -2.3903, 0.8081], [-2.4042, -1.4565, 2.2948], [2.1086, 2.2849, -1.1473]], "atomic_forces_ev_per_a": [[0.33, 0.24, -0.06], [0.32, -0.21, 0.10], [0.07, -0.01, -0.34], [-0.67, -1.26, -0.68], [1.55, 2.26, 0.65], [-1.00, -1.05, 0.88], [-0.01, 0.05, -0.33], [-0.59, -0.10, -0.04], [1.72, 1.75, -0.83], [-1.76, -0.91, 1.11], [-0.15, 0.04, -0.02], [-0.07, -0.02, -0.15], [0.21, -0.14, 0.06], [0.18, 0.09, -0.05], [-0.01, -0.15, -0.19], [-0.12, -0.01, 0.01], [0.12, -0.20, -0.25], [0.06, -0.04, 0.00], [-0.06, -0.18, -0.03], [-0.05, -0.02, 0.09], [-0.06, -0.13, 0.05]], "multiplicity": 3, "lumo_energy_ha": [0.0285, -0.0614], "s_squared": 2.01, "gap_ha": [0.2568, 0.2709]}

=====

no.,largest force on an atom (eV Å⁻¹),calculated total energy (Eh)
1,3.03,-421.765620
2,10.98,-572.325588
3,5.07,-1007.364586
4,6.61,-3009.937973
5,1.00,-4523.331832
6,2.81,-951.218146